# 1
The following is a DFT calculation (ωB97M-V/def2-TZVPD) of C14H17Cl6GeIrN5O3S2Se as an isolated structure.

XYZ file:
```
50
Properties=species:S:1:pos:R:3:forces:R:3
Ir -0.01334 1.18364 0.77901 -2.4 -1.2 -1.3
Cl -0.10949 3.62987 4.74735 0.0 0.1 -0.1
Ge -1.06931 1.77251 4.34352 0.2 -0.2 0.0
Cl 0.61415 0.68278 3.01428 0.4 0.4 0.2
Cl -0.92945 0.50540 6.05320 0.0 0.0 0.0
S 0.13207 3.57862 0.69635 0.3 0.1 0.2
C 1.09485 4.18059 -0.59108 0.1 -0.2 0.0
N 0.72274 5.25171 -1.25339 0.0 0.1 0.0
C 1.68006 5.83808 -2.19716 0.1 0.1 0.0
C 2.74408 4.76572 -2.45611 -0.1 -0.1 0.0
S 2.61877 3.57380 -1.07934 0.1 0.1 0.0
H -0.12186 5.74719 -0.99766 0.0 -0.1 0.0
H 2.11348 6.73976 -1.76433 0.0 0.0 0.1
H 1.16451 6.10930 -3.11569 0.0 0.0 0.0
H 3.74803 5.17953 -2.46710 0.0 0.0 0.0
H 2.57023 4.22133 -3.38091 0.0 0.0 0.0
N -0.16457 1.25117 -2.25198 0.3 0.1 0.0
N -0.95871 1.39405 -1.07523 0.0 0.2 0.4
H -0.72733 1.46499 -3.06956 -0.1 -0.1 0.0
H 0.14621 0.28861 -2.31333 -0.1 0.0 0.0
H -1.77795 0.78008 -1.01654 0.0 0.0 -0.2
H -1.31772 2.34743 -1.04888 0.0 0.0 -0.2
Cl -3.61609 3.18042 3.54280 0.0 0.0 -0.1
C -4.06162 1.83778 2.46034 0.2 -0.1 0.1
Cl -4.02758 0.31260 3.39221 0.0 0.1 0.0
Cl -5.63994 2.11557 1.79591 -0.1 0.0 0.0
C -3.00549 1.61759 1.33715 0.0 0.2 -0.1
O -3.36369 1.20020 0.26448 0.1 0.0 -0.1
O -1.77548 1.86817 1.69886 0.1 -0.3 0.3
O 2.76486 0.52781 -0.12116 -0.1 -0.5 -0.5
C 1.66374 0.68357 0.07131 0.3 0.7 1.1
C 1.69965 -2.54960 1.16347 0.1 -0.1 0.0
N 0.62081 -3.17759 0.42119 -0.1 0.0 0.1
C -0.62876 -2.72183 0.28289 0.3 0.1 -0.1
Se -1.44248 -1.12433 0.86234 0.6 0.6 0.1
N -1.34247 -3.64112 -0.38055 0.0 -0.1 -0.1
C -0.53592 -4.73582 -0.69433 -0.1 0.0 0.1
C -0.79377 -5.91827 -1.37303 0.0 0.0 0.0
C 0.26779 -6.79240 -1.50345 0.0 0.1 0.0
C 1.53400 -6.49801 -0.97525 0.0 0.0 0.0
C 1.78272 -5.32136 -0.29593 0.1 0.0 0.0
C 0.71570 -4.44100 -0.17732 0.0 0.0 0.0
H 1.37414 -1.57099 1.49795 0.0 0.0 0.1
H 2.58021 -2.45689 0.52906 0.0 0.0 0.0
H 1.95110 -3.15668 2.03197 0.0 0.0 0.0
H -2.32172 -3.53733 -0.59635 0.0 0.0 0.0
H -1.77260 -6.14468 -1.77278 0.0 0.0 0.0
H 0.12263 -7.72554 -2.02941 0.0 0.0 0.0
H 2.33265 -7.21519 -1.10359 0.0 0.0 0.0
H 2.75813 -5.10121 0.11580 0.0 0.0 0.0
```
Positions in Å, forces in eV/Å.

- Relative energy (zero: lowest compared OMol25 entry of this formula, charge and spin): 0.000 eV
- Energy: -249883.439 eV
- Net charge: +2
- Spin multiplicity: 2
- Gap between HOMO and LUMO (alpha / beta): 7.0 / 6.2 eV
- ⟨S²⟩: 0.75



# 2
The following is a DFT calculation (ωB97M-V/def2-TZVPD) of a 2-piece molecular cluster, C3H6S3 overall.

XYZ file:
```
12
Properties=species:S:1:pos:R:3:forces:R:3
C 1.43659 -0.60563 0.69248 -6.3 -1.6 0.2
C 0.55419 0.53474 0.19444 1.6 2.1 0.0
S 0.43299 2.11062 1.45377 0.8 -0.3 -0.7
C -0.67825 1.08497 0.71289 -1.0 -0.6 1.1
S -2.27448 0.88384 0.81943 -0.1 0.0 0.1
H 0.61948 -1.29437 1.23487 1.7 0.9 -1.3
H 2.03226 -0.42062 1.49833 2.2 1.0 1.5
H 1.77148 -1.13083 -0.15644 1.0 -0.6 -0.6
H 0.77427 0.94042 -0.80685 0.1 -0.4 0.6
S -1.26031 -0.25250 -2.17889 0.8 -0.8 -2.6
H -1.83637 -0.30107 -1.04738 -1.1 0.0 1.9
H -1.57185 -1.54957 -2.41665 0.2 0.4 -0.1
```
Positions in Å, forces in eV/Å.

- Structure (SMILES): C[C@@H]1SC1=S.S
- Relative energy (zero: lowest compared OMol25 entry of this formula, charge and spin): 2.238 eV
- Energy: -35711.620 eV
- Net charge: 0
- Gap between HOMO and LUMO: 8.4 eV



# 3
The following is a DFT calculation (ωB97M-V/def2-TZVPD) of C47H111MgN6O3 as an isolated structure.

XYZ file:
```
168
Properties=species:S:1:pos:R:3:forces:R:3
Mg -4.08240 -1.03815 -2.27664 1.6 0.9 0.1
C -1.51087 -0.19634 -0.95694 -0.8 0.0 1.4
O -2.29644 -0.24634 -2.13274 -1.9 -0.9 -0.4
H -0.43474 -0.11764 -1.11187 -0.1 -0.1 -0.5
H -1.79743 0.62817 -0.28954 0.0 0.4 -0.4
H -1.72879 -1.04584 -0.30069 0.4 -0.3 -0.2
C 2.60270 -2.24472 6.37639 0.4 0.0 0.2
C 1.19912 -2.68365 5.95471 -0.5 0.5 0.1
C 0.40406 -1.40466 5.77084 0.1 1.0 0.1
N -1.05503 -1.47310 5.32802 0.3 -0.1 0.0
C -1.64423 -0.06990 5.45946 -0.7 0.0 -0.4
C -3.03410 0.01679 4.80034 0.6 -0.2 0.2
C -3.02868 -0.51824 3.38807 -1.2 -0.4 -0.9
C -2.50564 -1.94224 3.26342 0.4 -0.5 0.6
C -1.09003 -1.93730 3.86729 0.1 0.7 -0.3
C -1.77472 -2.42755 6.24325 0.4 -0.5 -0.1
H 3.23131 -3.06835 6.71079 -0.1 -0.2 -0.3
H 2.55426 -1.60097 7.25774 -0.2 0.1 -0.1
H 3.13853 -1.68356 5.60967 -0.1 -0.1 -0.1
H 0.77768 -3.26179 6.77748 -0.1 -0.2 -0.2
H 1.11089 -3.23505 5.01660 0.6 -0.4 0.2
H 0.88100 -0.74715 5.03727 0.1 -0.1 -0.1
H 0.41551 -0.83161 6.70075 -0.2 -0.1 0.1
H -0.97779 0.65074 4.98356 0.3 -0.3 -0.1
H -1.71644 0.19518 6.51267 0.2 -0.3 0.1
H -3.39870 1.04308 4.75553 0.2 0.1 0.4
H -3.74265 -0.52741 5.42460 -0.2 0.0 -0.2
H -2.48854 0.09162 2.65219 0.5 0.2 0.4
H -4.05061 -0.43286 3.00470 -0.1 -0.3 0.2
H -2.53982 -2.26883 2.21958 0.6 0.2 -0.1
H -3.10142 -2.73640 3.72082 -0.3 0.4 0.5
H -0.52243 -1.17764 3.31940 0.1 0.2 0.2
H -0.48141 -2.83208 3.76152 -0.5 -0.3 0.3
H -2.84493 -2.31300 6.11757 0.0 -0.2 0.2
H -1.44100 -2.31184 7.27401 -0.3 0.7 0.0
H -1.43402 -3.43896 6.01995 -0.3 0.0 -0.4
C 8.59565 -2.69436 -1.21133 0.0 0.5 0.2
C 7.34853 -2.34293 -2.04702 -0.4 -1.0 0.3
C 6.48358 -1.40107 -1.22100 0.1 -0.3 -0.2
N 5.10185 -1.08397 -1.81671 0.0 0.8 -0.1
C 4.43240 -0.18493 -0.76344 -0.4 -0.6 0.0
C 3.15100 0.50276 -1.25061 0.6 -0.4 -0.1
C 3.48312 1.35101 -2.47048 -0.4 -0.5 0.7
C 4.03425 0.48230 -3.57198 0.9 -0.4 -0.1
C 5.29160 -0.32500 -3.14828 -1.0 1.2 1.0
C 4.25786 -2.31444 -2.06096 0.2 0.9 0.8
H 8.30485 -3.33934 -0.38145 0.0 -0.1 -0.1
H 9.02433 -1.79844 -0.75616 0.1 0.0 -0.1
H 9.40620 -3.18840 -1.74040 -0.2 0.0 -0.3
H 6.82018 -3.28190 -2.24251 -0.1 0.0 0.1
H 7.52397 -1.93415 -3.04219 0.5 0.3 0.2
H 7.06430 -0.48484 -1.09096 -0.5 0.3 -0.2
H 6.24202 -1.71654 -0.20464 0.3 -0.6 -0.1
H 5.19100 0.49591 -0.38022 0.0 0.3 -0.4
H 4.21242 -0.83147 0.08839 0.0 -0.2 -0.1
H 2.71466 1.05804 -0.41932 0.2 0.2 0.0
H 2.41294 -0.26120 -1.52083 -0.1 0.0 0.0
H 4.25595 2.06252 -2.17528 -0.3 0.4 -0.1
H 2.57542 1.82625 -2.84391 0.2 0.5 0.1
H 4.39732 1.21107 -4.29803 -0.1 -0.5 -0.6
H 3.26737 -0.17414 -3.98873 0.0 0.1 -0.2
H 6.01213 0.45727 -2.91047 0.5 -0.4 -0.1
H 5.65693 -1.00000 -3.91409 0.1 -0.1 0.1
H 4.19306 -2.91151 -1.15176 0.7 -0.2 -0.1
H 4.68956 -2.83607 -2.90672 -0.3 -0.2 0.0
H 3.23157 -1.97115 -2.17712 0.1 0.0 -0.7
C 2.70417 -5.14233 0.56780 0.0 -1.1 -0.4
C 1.55115 -4.59446 -0.23051 -1.2 1.1 -0.4
C 0.33454 -5.55770 -0.38086 1.0 0.7 1.0
N -0.93417 -4.95820 -0.97133 0.4 -1.0 -0.3
C -1.99828 -6.09495 -1.03776 0.7 1.1 -0.7
C -1.63248 -7.14834 -2.09031 -1.0 -0.1 1.0
C -1.24750 -6.62852 -3.45413 1.1 0.1 -0.8
C -0.17180 -5.54637 -3.36967 -0.3 1.0 1.2
C -0.65933 -4.46737 -2.40483 0.0 0.4 1.7
C -1.49000 -3.83769 -0.11270 0.1 -1.7 -0.9
H 3.57790 -4.49706 0.63898 -0.2 0.3 -0.1
H 3.02664 -6.01209 -0.01123 0.3 -0.3 0.6
H 2.39422 -5.41583 1.57556 0.1 -0.2 0.0
H 1.90410 -4.31662 -1.22853 0.0 0.0 0.0
H 1.20939 -3.67353 0.25962 -0.1 0.1 -0.1
H 0.05097 -5.89418 0.61703 0.0 -0.2 0.0
H 0.65752 -6.41505 -0.96271 -0.4 -0.1 -0.1
H -2.11939 -6.47727 -0.02655 0.0 -0.2 0.0
H -2.88471 -5.51771 -1.31169 -0.3 -0.4 -0.1
H -0.91369 -7.85028 -1.66847 0.1 0.0 -0.2
H -2.56059 -7.71751 -2.19002 0.1 -0.2 0.0
H -0.79196 -7.45015 -4.00816 -0.4 -0.1 -0.2
H -2.09792 -6.25436 -4.02667 -0.1 -0.1 0.1
H 0.78100 -5.93346 -3.00427 0.0 -0.1 -0.1
H 0.08313 -4.96790 -4.25984 -0.3 -0.6 -0.5
H 0.04610 -3.66049 -2.19302 0.1 0.1 -0.6
H -1.62535 -4.02600 -2.67006 0.0 -0.1 -0.5
H -0.77490 -3.02538 -0.08804 -0.1 0.1 0.1
H -1.69635 -4.29527 0.85319 0.1 0.3 0.2
H -2.45875 -3.60550 -0.57438 0.3 0.4 0.2
C 0.19289 5.97684 6.69371 0.3 -0.3 -0.4
C -0.55551 5.96954 5.35634 -0.2 1.9 -0.5
C -0.80914 4.60864 4.78513 -0.9 -1.0 0.1
N -1.43402 4.52144 3.37538 0.0 -0.1 -1.5
C -1.64836 3.07316 2.87967 1.7 1.0 0.4
C -0.33117 2.36193 2.52456 -0.7 -0.4 0.5
C 0.60989 3.15976 1.68390 1.1 0.0 -1.1
C 0.80409 4.54592 2.22433 -0.3 1.8 0.4
C -0.53256 5.27462 2.33842 0.0 -1.0 0.9
C -2.80188 5.13640 3.36780 0.6 1.1 2.0
H -0.50051 5.91893 7.52802 0.2 -0.4 0.1
H 0.77699 6.88699 6.81550 -0.3 0.2 -0.1
H 0.95031 5.18971 6.64862 -0.2 -0.2 0.6
H 0.01021 6.60896 4.66879 0.2 -0.3 -0.1
H -1.48634 6.53445 5.47109 -0.1 -0.2 0.1
H -1.58933 4.09370 5.35268 0.3 -0.1 0.4
H 0.10151 4.01198 4.80485 -0.1 -0.1 -0.2
H -2.16311 2.49794 3.64487 -0.4 0.3 0.0
H -2.24109 3.22603 1.98012 -0.2 -0.4 0.0
H 0.25449 2.06522 3.39891 -0.4 0.0 0.3
H -0.67168 1.43378 2.05359 0.3 -0.1 -0.1
H 1.57275 2.64613 1.61942 0.0 0.0 0.2
H 0.32755 3.24126 0.62541 -0.4 0.0 0.1
H 1.28486 4.66156 3.19761 0.2 -0.7 0.0
H 1.41200 5.19690 1.59159 0.1 -0.3 -0.3
H -0.42672 6.28150 2.73157 0.0 0.0 -0.2
H -1.00598 5.28454 1.35591 -0.5 0.0 0.2
H -3.41091 4.89650 2.50610 0.3 0.1 -0.2
H -2.62865 6.19487 3.57404 -0.3 0.2 -0.8
H -3.33045 4.88084 4.29018 -0.1 -0.7 -0.2
C -2.98702 3.96734 -3.05652 -1.8 0.5 0.3
N -3.61195 4.72316 -1.88909 0.7 0.2 2.4
C -5.05784 4.35936 -1.59366 0.4 -1.0 -2.0
C -2.91601 4.28825 -0.62046 0.8 -1.3 -0.8
C -3.43023 6.22097 -2.09882 0.7 0.5 -1.5
C -3.37270 7.08792 -0.86356 -0.9 0.4 0.8
O -4.61088 6.99550 -0.16466 0.3 -0.8 0.2
H -3.62024 4.25316 -3.89678 0.5 0.1 -0.4
H -3.12267 2.88636 -2.93871 0.3 0.2 0.4
H -1.95408 4.28129 -3.15035 0.0 -0.1 -0.1
H -5.39277 4.67490 -0.61436 0.1 0.5 -0.2
H -5.05468 3.26913 -1.67508 -0.2 0.0 0.3
H -5.63705 4.68507 -2.45627 -0.4 0.5 0.4
H -1.83142 4.32068 -0.73630 0.0 0.6 0.0
H -3.12690 3.21680 -0.56675 -0.1 0.0 0.3
H -3.24423 4.76774 0.29360 -0.3 0.4 -0.4
H -4.12483 6.49265 -2.89715 -0.7 0.2 0.7
H -2.50503 6.37694 -2.66311 0.4 -0.3 0.4
H -3.20888 8.15055 -1.06216 0.2 -0.2 -0.8
H -2.54368 6.79741 -0.20545 0.1 -0.2 -0.2
H -4.50926 7.42640 0.69299 -0.3 0.3 -0.1
C -2.68662 -0.98470 -6.71933 0.4 0.9 0.4
N -1.23228 -0.79697 -6.31441 -0.3 -0.8 0.6
C -0.94265 -1.87833 -5.30099 -1.0 0.3 -0.2
C -0.44125 -0.95378 -7.57880 0.5 0.8 -0.6
C -1.08945 0.57069 -5.64042 0.4 0.3 0.0
C 0.26228 0.82514 -4.93049 0.0 -2.0 -1.2
O 1.22636 0.90209 -5.96412 0.1 0.8 0.3
H -2.92258 -0.24736 -7.48399 -0.1 -0.1 -0.1
H -3.25458 -0.74010 -5.82064 -0.3 -0.2 -0.1
H -2.85934 -1.99835 -7.06766 0.1 0.0 0.0
H 0.10315 -1.86312 -5.01589 -0.1 -0.1 0.1
H -1.23902 -2.84442 -5.70612 0.3 0.0 -0.3
H -1.64564 -1.68390 -4.46403 0.8 0.0 -0.1
H -0.59771 -0.02799 -8.13371 -0.2 -0.2 -0.3
H -0.78944 -1.81642 -8.14098 -0.1 0.0 0.1
H 0.63809 -0.98722 -7.45406 -0.2 -0.4 0.4
H -1.94217 0.68239 -4.97022 0.0 -0.1 0.1
H -1.14789 1.31378 -6.43541 -0.2 0.0 0.0
H 0.55608 -0.04653 -4.33640 -0.4 0.3 0.6
H 0.22895 1.69361 -4.27559 0.0 0.3 -0.4
H 1.67604 0.05771 -6.05021 0.3 0.2 0.0
```
Positions in Å, forces in eV/Å.

- Energy: -70984.009 eV
- Net charge: +7
- Gap between HOMO and LUMO: 4.0 eV



# 4
The following is a DFT calculation (ωB97M-V/def2-TZVPD) of a 2-piece molecular cluster, C5H11O overall.

XYZ file:
```
17
Properties=species:S:1:pos:R:3:forces:R:3
C -0.45811 -1.45596 -0.45195 -0.2 -0.3 0.0
C -1.04866 -1.23633 0.86866 -0.3 0.2 0.3
C 2.12265 1.39812 0.27957 1.2 0.0 0.3
C 0.24052 0.97796 -1.04855 0.3 1.4 0.1
C -2.26332 -0.71378 1.01014 0.1 0.0 0.2
O 0.72020 1.48616 0.03695 -0.9 -0.5 -0.8
H 0.37745 -2.15092 -0.45381 0.2 0.2 -0.2
H -1.19014 -1.69900 -1.21777 0.1 0.1 -0.2
H -0.45802 -1.48537 1.73733 0.1 0.0 0.1
H 2.26758 0.95831 1.26647 -0.1 0.0 -0.1
H 2.63356 0.80308 -0.48251 -0.2 0.0 0.1
H 2.53402 2.40973 0.28601 -0.2 -0.1 0.0
H -0.78428 1.28270 -1.25448 -0.1 -0.4 0.2
H 0.89231 0.82666 -1.91432 0.1 -0.3 0.3
H -0.01793 -0.42775 -0.81032 0.2 -0.3 -0.1
H -2.87265 -0.43138 0.16670 -0.1 0.0 -0.2
H -2.69517 -0.54223 1.98188 0.0 0.0 0.2
```
Positions in Å, forces in eV/Å.

- Relative energy (zero: lowest compared OMol25 entry of this formula, charge and spin): 1.573 eV
- Energy: -7400.678 eV
- Net charge: +1
- Gap between HOMO and LUMO (alpha / beta): 8.4 / 8.4 eV



# 5
The following is a DFT calculation (ωB97M-V/def2-TZVPD) of C10H9F6MoN4O5S2Se as an isolated structure.

XYZ file:
```
38
Properties=species:S:1:pos:R:3:forces:R:3
Mo -0.20714 0.42117 -0.84048 -1.9 0.4 0.4
F -1.55168 -1.33287 4.23513 0.1 0.0 0.0
C -0.28093 -1.24728 3.87163 0.0 0.0 0.1
F 0.33070 -2.40009 4.09586 0.0 0.1 0.0
F 0.32029 -0.27604 4.54539 -0.1 -0.1 0.0
S -0.17523 -0.82572 2.08676 -0.1 0.0 -0.1
O -0.92847 0.39037 1.88168 0.3 -0.1 -0.1
O 1.22652 -0.79139 1.75239 -0.1 0.0 0.0
N -0.86420 -2.11853 1.45112 0.0 0.2 -0.1
S -1.87354 -2.10532 0.26997 0.3 0.1 0.0
O -1.72027 -3.25743 -0.56001 0.0 0.2 0.1
O -1.91549 -0.79541 -0.45420 0.2 -0.3 0.0
C -3.54950 -2.17871 1.02936 -0.1 -0.1 -0.1
F -3.61800 -3.27541 1.76265 0.0 0.0 0.0
F -3.73643 -1.11029 1.78687 0.0 0.0 0.0
F -4.45558 -2.21332 0.06266 0.0 0.0 0.1
C -2.81380 2.09460 -1.47780 0.1 0.0 0.1
O -1.70152 1.90568 -0.54790 0.4 0.2 -0.1
C -0.41658 2.31796 -0.94779 -0.1 -0.5 -0.1
C -0.15356 3.73796 -1.26537 0.1 0.0 0.0
H -3.40106 2.93000 -1.10887 0.0 0.0 0.0
H -3.39371 1.17737 -1.45507 0.0 0.0 0.0
H -2.43029 2.28827 -2.47761 0.0 0.0 0.0
H -1.01181 4.36166 -1.01919 0.0 0.0 0.0
H 0.08068 3.85901 -2.32518 0.0 0.0 0.0
H 0.70570 4.09692 -0.69627 0.0 0.0 0.0
Se 1.44209 -3.21999 -0.81425 -0.4 -0.1 0.0
N 3.13121 -2.79363 -0.81419 0.1 0.0 -0.1
C 3.24096 -1.49022 -1.01606 0.3 0.2 0.0
C 4.41784 -0.68528 -1.07791 0.0 -0.1 0.1
C 4.25174 0.65382 -1.25785 -0.1 0.1 0.0
C 2.95319 1.23576 -1.33916 0.1 0.1 0.0
N 1.85175 0.52884 -1.30985 0.5 -0.1 -0.1
C 2.00516 -0.82583 -1.18909 0.1 -0.1 -0.1
N 0.89854 -1.55081 -1.15368 0.5 0.1 0.1
H 5.39802 -1.12945 -0.96876 0.0 0.0 0.0
H 5.10573 1.31360 -1.30562 0.0 0.0 0.0
H 2.83866 2.31005 -1.40930 0.0 0.0 0.0
```
Positions in Å, forces in eV/Å.

- Energy: -131880.629 eV
- Net charge: +1
- Spin multiplicity: 3
- Gap between HOMO and LUMO (alpha / beta): 6.8 / 6.6 eV
- ⟨S²⟩: 2.23



# 6
The following is a DFT calculation (ωB97M-V/def2-TZVPD) of one molecule with the formula HO2P.

XYZ file:
```
4
Properties=species:S:1:pos:R:3:forces:R:3
O 0.76143 -0.84129 -0.78487 4.2 -6.1 -3.5
O 0.59240 0.32430 1.18088 3.5 0.5 7.8
P -0.03478 0.07182 -0.05828 -6.5 6.6 -4.6
H -1.31905 0.44518 -0.33773 -1.1 -1.0 0.4
```
Positions in Å, forces in eV/Å.

- Relative energy (zero: lowest compared OMol25 entry of this formula, charge and spin): 0.155 eV
- Energy: -13395.001 eV
- Net charge: 0
- Spin multiplicity: 3
- Gap between HOMO and LUMO (alpha / beta): 7.8 / 8.2 eV
- ⟨S²⟩: 2.01